67
Properties=species:S:1:pos:R:3 method="wB97M-V/def2-TZVPD" charge=+1 lumo_ev=-6.17 fmax_ev_per_a=1.25 e_tot_ha=-1777.9770 gap_ev=4.76
C -1.19814 -3.47169 3.77825
C -1.74021 -2.12432 4.09677
C -1.47163 -1.52926 5.26320
O -2.54271 -1.52711 3.13991
Si -2.07352 -0.06603 2.42955
C -0.40380 0.46655 3.03918
C 0.73828 0.00332 2.42230
C 1.97944 0.33114 2.92991
C 2.07004 1.12921 4.05366
C 0.92672 1.59842 4.66911
C -0.31081 1.26487 4.15876
C -1.99570 -0.28464 0.59234
C -2.23125 0.77440 -0.25803
C -2.14945 0.59291 -1.62395
C -1.82604 -0.65042 -2.13198
C -1.58543 -1.70972 -1.27890
C -1.67130 -1.52255 0.08629
C -3.32080 1.25286 2.80217
C -2.95389 2.58056 2.86183
C -3.89641 3.54429 3.15711
C -5.20924 3.17428 3.37373
C -5.58093 1.84624 3.29344
C -4.63092 0.88546 3.00777
H -0.49917 -3.81732 4.53913
H -1.99812 -4.20857 3.69570
H -0.66783 -3.44361 2.82776
H -1.85512 -0.55209 5.47265
H -0.84898 -1.99651 5.99804
H 0.65166 -0.61350 1.54416
H 2.87294 -0.05389 2.46491
H 3.03609 1.37406 4.46158
H 0.99553 2.20680 5.55655
H -1.20988 1.61709 4.63629
H -2.48252 1.73730 0.15330
H -2.34564 1.41781 -2.28996
H -1.77012 -0.79603 -3.19790
H -1.34108 -2.68248 -1.67395
H -1.49396 -2.33706 0.76756
H -1.92908 2.85740 2.67973
H -3.60465 4.58013 3.22504
H -5.94500 3.92508 3.60895
H -6.60661 1.55735 3.45761
H -4.89897 -0.15552 2.94108
F 5.40718 -1.26098 1.92912
C 4.56594 -2.08378 1.25258
C 4.51693 -2.04958 -0.13201
C 3.64059 -2.86856 -0.81881
C 2.82517 -3.73752 -0.13706
C 2.86553 -3.82684 1.27343
C 2.02705 -4.78812 1.89624
C 1.82769 -5.17585 3.24636
C 0.89097 -6.20399 3.50216
C 0.64779 -6.65137 4.77733
C 1.32058 -6.09481 5.85004
C 2.23821 -5.08176 5.63718
C 2.48936 -4.62854 4.36561
C 3.75111 -2.95572 1.93813
H 5.17752 -1.38317 -0.65718
H 3.60059 -2.83028 -1.89616
H 2.13725 -4.36443 -0.68111
H 1.43409 -5.35413 1.19865
H 0.35356 -6.63615 2.67431
H -0.06551 -7.44431 4.94005
H 1.13586 -6.45900 6.84734
H 2.76351 -4.65703 6.47858
H 3.21135 -3.85024 4.24515
H 3.82623 -2.93003 3.00156